1.
{"formula": "C19H41BN3OP", "method": "ωB97M-V/def2-TZVPD", "e_above_lowest_kj_mol": 0.0, "smiles": "COCCCCB(CCCCN)P(C)C.CCCC#N.CCCC#N", "largest_force_ev_per_a": 1.001, "homo_energy_ev": -7.51, "spin_multiplicity": 1, "elements": ["C", "O", "C", "C", "C", "C", "B", "C", "C", "C", "C", "N", "P", "C", "C", "H", "H", "H", "H", "H", "H", "H", "H", "H", "H", "H", "H", "H", "H", "H", "H", "H", "H", "H", "H", "H", "H", "H", "H", "H", "H", "H", "C", "C", "C", "C", "N", "H", "H", "H", "H", "H", "H", "H", "C", "C", "C", "C", "N", "H", "H", "H", "H", "H", "H", "H"], "positions_angstrom": [[-0.608, 3.005, -1.382], [-0.528, 1.636, -1.750], [0.776, 1.297, -2.162], [1.009, -0.214, -2.177], [0.400, -0.986, -0.996], [1.478, -1.706, -0.127], [1.220, -1.734, 1.417], [-0.208, -1.872, 2.040], [-0.515, -1.015, 3.294], [-1.545, 0.062, 2.939], [-0.939, 1.164, 2.063], [-1.927, 1.816, 1.169], [2.762, -1.649, 2.611], [3.358, -3.411, 2.510], [4.084, -0.780, 1.643], [-1.603, 3.183, -0.982], [-0.483, 3.634, -2.268], [0.139, 3.246, -0.624], [1.528, 1.749, -1.504], [0.945, 1.674, -3.179], [0.639, -0.640, -3.111], [2.094, -0.336, -2.207], [-0.245, -1.753, -1.421], [-0.235, -0.356, -0.378], [1.496, -2.764, -0.423], [2.466, -1.327, -0.385], [-0.295, -2.931, 2.323], [-0.997, -1.709, 1.303], [0.379, -0.579, 3.736], [-0.966, -1.649, 4.060], [-2.368, -0.421, 2.411], [-1.973, 0.501, 3.842], [-0.139, 0.745, 1.448], [-0.532, 1.934, 2.720], [-2.862, 1.448, 1.320], [-1.682, 1.571, 0.215], [2.652, -4.025, 3.067], [3.314, -3.746, 1.472], [4.365, -3.497, 2.905], [3.684, 0.033, 1.042], [4.544, -1.495, 0.953], [4.871, -0.433, 2.308], [-7.344, 3.705, 3.510], [-6.447, 4.326, 2.446], [-6.064, 3.337, 1.338], [-5.326, 2.197, 1.877], [-4.747, 1.300, 2.302], [-6.840, 2.887, 4.026], [-7.617, 4.448, 4.260], [-8.264, 3.316, 3.071], [-5.539, 4.712, 2.913], [-6.957, 5.175, 1.988], [-5.435, 3.823, 0.591], [-6.956, 2.962, 0.834], [3.715, -2.848, -6.186], [4.176, -1.747, -5.237], [4.896, -2.291, -3.998], [4.019, -3.164, -3.216], [3.331, -3.849, -2.603], [2.990, -3.507, -5.706], [3.237, -2.418, -7.066], [4.557, -3.455, -6.522], [3.316, -1.153, -4.923], [4.855, -1.074, -5.763], [5.222, -1.473, -3.355], [5.779, -2.862, -4.287]], "forces_ev_per_angstrom": [[-0.301, -0.093, -0.574], [0.089, 0.079, 0.325], [0.197, -0.401, -0.256], [-0.379, 0.188, -0.104], [0.568, -0.609, -0.071], [-0.580, 0.397, -0.098], [0.417, -0.058, -0.277], [0.254, -0.006, 0.230], [-0.743, -0.154, -0.010], [0.408, 0.022, 0.023], [-0.958, 0.149, 0.019], [0.249, -0.254, -0.206], [0.117, 0.329, 0.831], [-0.771, 0.299, -0.564], [0.034, -0.795, -0.450], [0.083, 0.032, 0.053], [0.202, 0.131, 0.031], [0.025, 0.103, 0.056], [-0.153, 0.192, 0.141], [0.112, 0.203, 0.054], [-0.086, 0.100, -0.043], [0.044, -0.133, 0.018], [-0.226, 0.054, 0.138], [0.023, 0.178, -0.128], [0.144, -0.069, 0.040], [0.101, -0.034, 0.063], [0.084, -0.076, -0.032], [0.004, -0.076, -0.103], [0.102, 0.033, -0.042], [0.124, -0.017, 0.076], [-0.065, 0.040, -0.045], [-0.020, 0.037, 0.017], [0.178, 0.084, 0.069], [0.350, -0.064, -0.025], [0.289, 0.019, 0.189], [-0.118, -0.034, 0.070], [0.188, -0.118, 0.215], [0.319, -0.125, -0.004], [0.035, -0.059, 0.118], [0.000, 0.206, 0.166], [0.018, 0.100, -0.105], [-0.091, 0.202, 0.073], [0.025, 0.026, 0.000], [-0.113, 0.014, 0.147], [0.037, 0.149, 0.141], [0.000, -0.165, -0.073], [-0.240, 0.050, 0.059], [0.002, -0.025, -0.034], [-0.019, 0.002, -0.006], [-0.003, -0.009, 0.006], [0.033, 0.003, -0.054], [0.041, -0.009, -0.070], [0.009, -0.034, -0.033], [-0.001, -0.024, -0.013], [-0.018, 0.034, 0.006], [-0.062, -0.053, -0.159], [-0.159, 0.100, -0.095], [0.087, -0.066, 0.141], [-0.041, 0.038, -0.024], [0.028, -0.017, 0.029], [0.015, -0.005, -0.013], [-0.003, -0.011, -0.002], [0.028, 0.024, 0.050], [0.036, 0.021, 0.069], [0.035, -0.022, 0.033], [0.012, -0.017, 0.013]], "nbo_charge": [-0.254, -0.556, -0.053, -0.412, -0.388, -0.850, 0.722, -0.851, -0.383, -0.405, -0.213, -0.869, 0.420, -0.889, -0.919, 0.204, 0.164, 0.173, 0.157, 0.165, 0.202, 0.197, 0.209, 0.207, 0.272, 0.216, 0.260, 0.223, 0.213, 0.202, 0.201, 0.208, 0.170, 0.180, 0.371, 0.360, 0.228, 0.214, 0.231, 0.225, 0.213, 0.231, -0.614, -0.378, -0.512, 0.318, -0.363, 0.217, 0.218, 0.203, 0.212, 0.208, 0.254, 0.243, -0.614, -0.379, -0.511, 0.293, -0.339, 0.218, 0.218, 0.204, 0.209, 0.209, 0.250, 0.244]}

2.
{"formula": "C42H35N7O2PS3ScSe2", "method": "ωB97M-V/def2-TZVPD", "e_above_lowest_kj_mol": 50.0, "largest_force_ev_per_a": 2.219, "homo_energy_ev": -12.70, "total_charge": 2, "spin_multiplicity": 1, "elements": ["Sc", "O", "C", "O", "C", "C", "C", "C", "C", "C", "P", "C", "C", "C", "C", "C", "C", "C", "C", "C", "C", "C", "C", "H", "H", "H", "H", "H", "H", "H", "H", "H", "H", "H", "H", "H", "H", "Se", "N", "C", "C", "C", "C", "C", "N", "C", "C", "N", "C", "C", "C", "C", "C", "N", "H", "H", "H", "H", "H", "H", "C", "C", "S", "C", "C", "S", "C", "C", "S", "H", "H", "H", "H", "H", "H", "H", "H", "H", "H", "H", "H", "Se", "N", "C", "C", "C", "C", "N", "C", "N", "H", "H", "H"], "positions_angstrom": [[0.480, 0.349, -0.502], [3.068, 2.272, 0.804], [2.111, 1.738, 1.367], [0.959, 1.609, 0.814], [2.290, 1.099, 2.704], [3.029, 1.754, 3.682], [3.212, 1.171, 4.923], [2.677, -0.083, 5.180], [1.980, -0.765, 4.197], [1.778, -0.183, 2.947], [0.923, -1.145, 1.645], [2.098, -2.488, 1.246], [1.682, -3.343, 0.223], [2.519, -4.339, -0.242], [3.792, -4.470, 0.294], [4.220, -3.615, 1.298], [3.378, -2.619, 1.775], [-0.409, -1.970, 2.570], [-1.368, -1.115, 3.115], [-2.482, -1.642, 3.737], [-2.652, -3.019, 3.808], [-1.694, -3.867, 3.280], [-0.575, -3.347, 2.652], [3.440, 2.726, 3.457], [3.756, 1.692, 5.694], [2.809, -0.532, 6.151], [1.580, -1.751, 4.401], [0.684, -3.220, -0.188], [2.185, -5.011, -1.020], [4.448, -5.243, -0.070], [5.213, -3.724, 1.709], [3.716, -1.962, 2.569], [-1.211, -0.042, 3.052], [-3.222, -0.988, 4.169], [-3.524, -3.433, 4.289], [-1.814, -4.937, 3.353], [0.170, -4.010, 2.239], [-6.891, -2.563, -1.107], [-6.169, -1.269, -0.177], [-4.873, -1.218, -0.428], [-3.961, -0.272, 0.145], [-4.368, 0.682, 1.084], [-3.431, 1.574, 1.553], [-2.123, 1.508, 1.070], [-1.715, 0.611, 0.178], [-2.614, -0.291, -0.275], [-2.141, -1.300, -1.208], [-0.824, -1.300, -1.518], [-0.391, -2.240, -2.355], [-1.206, -3.208, -2.933], [-2.548, -3.218, -2.632], [-3.034, -2.251, -1.747], [-4.415, -2.192, -1.366], [-5.357, -2.996, -1.821], [-5.396, 0.693, 1.413], [-3.691, 2.329, 2.276], [-1.373, 2.213, 1.412], [0.668, -2.237, -2.570], [-0.778, -3.924, -3.613], [-3.228, -3.947, -3.043], [-2.374, 3.348, -3.541], [-0.937, 3.043, -3.927], [0.100, 2.265, -2.607], [1.243, 3.609, -2.124], [0.528, 4.780, -1.487], [-0.281, 4.206, 0.055], [-1.863, 5.110, 0.001], [-2.892, 4.525, -0.950], [-2.613, 4.962, -2.712], [-2.795, 2.559, -2.920], [-2.970, 3.422, -4.452], [-0.410, 3.940, -4.250], [-0.927, 2.317, -4.739], [1.801, 3.908, -3.013], [1.932, 3.146, -1.409], [-0.243, 5.186, -2.146], [1.244, 5.563, -1.233], [-1.661, 6.154, -0.228], [-2.238, 5.048, 1.022], [-3.875, 4.931, -0.711], [-2.922, 3.439, -0.876], [4.526, 0.098, 0.451], [5.308, -0.010, -1.071], [4.396, -0.143, -2.041], [4.584, -0.204, -3.426], [3.449, -0.280, -4.204], [2.175, -0.274, -3.631], [1.947, -0.220, -2.322], [3.051, -0.185, -1.553], [2.929, -0.145, -0.227], [5.574, -0.173, -3.849], [3.526, -0.334, -5.275], [1.300, -0.322, -4.266]], "forces_ev_per_angstrom": [[-0.365, -0.743, -1.285], [-1.014, 0.443, 0.672], [1.983, 0.938, 0.336], [-0.699, 0.693, 0.147], [-0.136, -0.307, -0.017], [0.012, 0.058, -0.096], [-0.096, -0.024, -0.053], [-0.013, -0.063, 0.006], [-0.060, 0.046, -0.084], [-0.131, 0.174, -0.093], [0.285, -1.007, 0.786], [-0.210, 0.116, -0.166], [-0.050, 0.143, 0.174], [0.030, -0.033, -0.058], [0.020, -0.002, -0.011], [-0.007, 0.010, -0.006], [-0.273, -0.143, 0.142], [-0.060, 0.257, -0.343], [0.104, -0.048, -0.033], [-0.126, 0.036, 0.026], [0.037, -0.032, 0.045], [-0.091, -0.053, -0.003], [0.170, 0.145, -0.045], [0.040, 0.116, -0.004], [0.075, 0.068, 0.053], [0.026, -0.079, 0.109], [0.007, -0.027, 0.027], [0.070, -0.124, -0.003], [-0.011, -0.057, -0.045], [0.104, -0.104, -0.036], [0.047, -0.005, 0.041], [-0.017, -0.038, -0.005], [-0.115, -0.047, 0.115], [-0.092, 0.097, 0.067], [-0.107, -0.013, 0.075], [-0.031, -0.077, 0.021], [0.045, -0.079, -0.013], [0.111, 0.065, 0.063], [0.351, 0.926, 0.761], [-1.032, -0.759, -0.423], [0.745, 0.513, 0.121], [0.402, -0.004, -0.135], [0.057, -0.110, -0.185], [0.071, 0.257, 0.157], [0.036, -0.301, 0.020], [-0.680, 0.228, 0.387], [-0.318, -0.594, -0.389], [-0.313, -0.059, 0.060], [0.200, -0.129, -0.161], [-0.073, 0.153, 0.061], [0.179, 0.264, 0.227], [0.850, 0.169, -0.087], [-1.340, -0.200, 0.233], [1.041, -0.436, -0.665], [-0.088, 0.015, 0.030], [-0.001, 0.105, 0.111], [-0.031, -0.133, -0.023], [-0.024, 0.026, 0.019], [0.087, -0.121, -0.066], [-0.082, -0.075, -0.069], [-0.036, 0.540, 0.239], [0.002, -0.552, 0.336], [0.114, 0.537, -0.439], [-0.190, -0.267, -0.023], [-0.072, -0.022, 0.490], [-0.232, 0.670, -0.251], [0.375, -0.303, -0.130], [-0.055, 0.234, -0.368], [-0.262, -0.379, 0.060], [-0.080, -0.027, -0.032], [0.022, -0.106, -0.010], [0.083, -0.051, 0.005], [0.049, 0.055, -0.065], [0.017, -0.027, 0.057], [0.063, 0.051, -0.108], [0.229, -0.029, 0.121], [0.001, -0.052, -0.079], [-0.071, 0.111, 0.100], [-0.031, 0.118, 0.062], [-0.008, -0.101, 0.073], [-0.064, -0.024, 0.037], [0.291, -0.374, -0.025], [0.733, -0.042, -0.702], [-0.379, 0.163, 0.583], [-0.238, 0.036, -0.316], [0.557, -0.052, -0.003], [-0.506, -0.005, 0.594], [0.084, -0.186, -0.204], [0.865, -0.176, 0.514], [-0.880, 0.133, -0.694], [0.148, -0.022, -0.102], [0.020, 0.002, -0.171], [-0.050, 0.113, -0.037]], "mulliken_charge": [-1.118, -0.653, -0.150, 0.451, -0.025, -0.528, -0.828, -0.776, -0.455, -0.166, 3.331, 0.391, -0.725, -0.857, -0.868, -0.645, -0.949, 0.598, -0.630, -0.609, -0.768, -0.759, -0.500, 0.619, 0.475, 0.483, 0.557, 0.602, 0.500, 0.450, 0.479, 0.533, 0.408, 0.530, 0.455, 0.494, 0.465, 0.374, -0.860, 0.982, 0.791, -0.853, -1.543, -1.246, 1.751, -0.472, -0.636, 0.945, -0.644, -1.412, -0.914, 0.666, 0.748, -0.876, 0.640, 0.684, 0.760, 0.752, 0.578, 0.584, -0.278, -1.150, 0.539, -0.879, -0.800, 0.234, -0.958, 0.236, -0.147, -0.106, 0.489, 0.578, 0.496, 0.668, 0.092, 0.234, 0.572, 0.536, 0.422, 0.524, -0.555, 0.525, -0.794, 0.678, -0.782, -1.045, -0.334, 0.789, -0.008, 0.110, 0.542, 0.469, 0.487]}

3.
{"formula": "C6H8N", "method": "ωB97M-V/def2-TZVPD", "e_above_lowest_kj_mol": 508.0, "smiles": "C#[N+]/C=C\\C=C\\C", "largest_force_ev_per_a": 4.299, "homo_energy_ev": -14.50, "total_charge": 1, "spin_multiplicity": 1, "elements": ["C", "N", "C", "C", "C", "C", "C", "H", "H", "H", "H", "H", "H", "H", "H"], "positions_angstrom": [[0.789, 1.556, 0.066], [1.892, 1.102, 0.107], [2.432, -0.207, 0.056], [1.364, -1.015, 0.027], [0.063, -0.458, -0.238], [-1.048, -0.451, 0.449], [-2.315, 0.060, -0.101], [0.137, 2.336, 0.270], [3.446, -0.508, 0.115], [1.716, -2.057, -0.118], [0.094, 0.145, -1.138], [-0.860, -0.824, 1.443], [-2.141, 1.012, -0.615], [-3.144, 0.102, 0.566], [-2.425, -0.792, -0.890]], "forces_ev_per_angstrom": [[3.773, -2.023, 0.399], [0.048, 1.401, -0.057], [-2.614, 1.243, 0.566], [1.619, -1.869, -0.912], [1.512, 0.114, -1.138], [-0.365, 0.155, 2.054], [0.738, -1.614, -1.758], [-1.320, 1.105, -0.018], [0.758, 0.549, -0.018], [-1.189, 0.305, 0.370], [-0.299, -0.309, -1.195], [-1.072, -0.550, 0.442], [-0.313, -0.236, -0.092], [-0.455, -0.016, 0.392], [-0.821, 1.747, 0.966]], "nbo_charge": [0.354, -0.237, -0.049, -0.117, -0.328, -0.014, -0.663, 0.273, 0.273, 0.274, 0.240, 0.235, 0.232, 0.259, 0.269]}